1.
An isolated ion of composition C3H7N2O2 and charge +1 at a distorted geometry, computed with ωB97M-V/def2-TZVPD.

Computed properties:
SMILES string: C[N+](/C=[NH+]\[O-])=C\O
Highest occupied orbital energy (alpha / beta), Eh: -0.5096 / -0.5096
E, eV: -10289.2675
Charge: +1
ΔE to the lowest compared entry with this formula, charge and spin, kJ/mol: 341.9
Gap between HOMO and LUMO (alpha / beta), hartree: 0.331 / 0.331

Geometry (Å):
C  0.13921  -0.82102  1.01682
N  0.07312  0.10851  -0.08890
C  -1.12586  0.01042  -0.83435
N  -1.35838  0.48580  -2.00248
O  -0.79159  1.16473  -2.84070
C  0.94973  1.01529  -0.30282
O  2.09656  0.90930  0.30483
H  -0.28251  -1.76379  0.87027
H  1.20611  -1.26453  1.21080
H  -0.28519  -0.35560  1.90837
H  -1.72273  -0.74475  -0.43131
H  -2.22405  0.06229  -2.33885
H  0.84972  1.78207  -1.02205
H  2.45202  1.75192  0.43882

Atom charges from the Löwdin analysis, given in e for atoms 1 to 2: number 1, C, carries 0.019; number 2, N, carries -0.029



2.
A 2-piece molecular cluster, C6H10O overall at a distorted geometry, computed with ωB97M-V/def2-TZVPD.

Computed properties:
SMILES string: C=CC=O.C=CC
Highest occupied orbital energy, Eh: -0.3338
E, eV: -8428.8039
Charge: 0
ΔE to the lowest compared entry with this formula, charge and spin, kJ/mol: 235.1
Gap between HOMO and LUMO, hartree: 0.367

Geometry (Å):
C  0.66179  -1.40283  -0.57812
C  1.10760  -0.15036  -0.65811
C  2.34596  -0.03782  0.11610
O  3.37505  0.25604  -0.44520
H  0.26203  -1.90251  -1.44146
H  0.80028  -1.97214  0.33995
H  0.95174  0.52882  -1.48994
H  2.31191  -0.40529  1.16333
C  -0.26862  1.27920  0.86697
C  -1.32058  1.07720  0.07412
C  -2.12443  -0.18138  0.09331
H  0.39022  2.13713  0.76621
H  -0.02194  0.57828  1.66348
H  -1.52510  1.78358  -0.73051
H  -3.16629  -0.02253  -0.19734
H  -2.09500  -0.66229  1.07594
H  -1.68460  -0.90308  -0.61872

Atom charges from the Löwdin analysis, given in e for atoms 1 to 2: number 1, C, carries -0.005; number 2, C, carries -0.198



3.
C49H40N2O3P3S3W as an isolated structure, computed with ωB97M-V/def2-TZVPD.

Computed properties:
Expectation value of S²: 2.025
Highest occupied orbital energy (alpha / beta), Eh: -0.3723 / -0.3912
Spin multiplicity: 3
E, eV: -122778.1324
Charge: +1
Gap between HOMO and LUMO (alpha / beta), hartree: 0.240 / 0.245

Geometry (Å):
W  -0.27235  0.03078  0.11867
S  1.40224  -1.44257  0.77394
C  2.68370  -0.45974  1.42407
C  3.92388  -1.12520  1.67545
N  4.90693  -1.68901  1.86621
C  2.48052  0.83281  1.75430
S  0.94859  1.62387  1.48757
C  3.46756  1.58510  2.46457
N  4.24683  2.21355  3.02966
O  -1.31007  -2.72782  1.02263
S  -2.55917  -2.10030  0.64375
O  -3.45611  -2.79257  -0.21839
O  -2.18027  -0.71862  0.04006
C  -3.38494  -1.65935  2.12076
C  -4.59931  -2.25370  2.42366
C  -5.20244  -1.95783  3.63645
C  -4.59224  -1.07857  4.51873
C  -3.38585  -0.47861  4.19230
C  -2.76052  -0.76508  2.98243
P  -1.19802  0.11025  2.56457
C  -0.05740  -0.46185  3.84312
C  0.89120  0.34891  4.46492
C  1.81375  -0.20614  5.33863
C  1.80431  -1.56983  5.58928
C  0.86347  -2.38311  4.97119
C  -0.06393  -1.83451  4.10178
C  -1.73837  1.81413  2.85849
C  -2.32986  2.45410  1.76873
C  -2.78894  3.75598  1.88723
C  -2.66774  4.42274  3.09826
C  -2.10505  3.77958  4.19056
C  -1.64270  2.47558  4.07609
H  -5.04991  -2.93510  1.71570
H  -6.14824  -2.41477  3.89320
H  -5.06216  -0.85332  5.46665
H  -2.92819  0.21786  4.88324
H  0.93003  1.41016  4.26013
H  2.54775  0.43228  5.81222
H  2.53321  -2.00045  6.26274
H  0.85726  -3.44819  5.15925
H  -0.77812  -2.48079  3.60593
H  -2.47207  1.92026  0.83106
H  -3.25038  4.24651  1.04026
H  -3.02221  5.44007  3.19340
H  -2.02250  4.29310  5.13914
H  -1.21726  1.98182  4.93946
C  0.76054  0.82001  -4.25462
C  -0.63640  0.31316  -3.93635
P  -0.85177  -0.76779  -2.47092
C  0.01100  -2.30423  -2.90496
C  0.13574  -3.29157  -1.92675
C  0.79002  -4.48017  -2.20997
C  1.33409  -4.68989  -3.46996
C  1.20456  -3.71719  -4.44866
C  0.54320  -2.52964  -4.17209
C  -2.61549  -1.12039  -2.72302
C  -3.04145  -2.33726  -3.23718
C  -4.38836  -2.53792  -3.51174
C  -5.30401  -1.52780  -3.27624
C  -4.88059  -0.30585  -2.76488
C  -3.54175  -0.10458  -2.48838
C  1.19125  1.89015  -3.27088
P  1.64470  1.27035  -1.59163
C  2.20810  2.86590  -0.91608
C  1.29475  3.92224  -0.92906
C  1.63071  5.15050  -0.39068
C  2.88523  5.34027  0.17652
C  3.79237  4.29473  0.20546
C  3.45567  3.06226  -0.33810
C  3.13004  0.31678  -2.04301
C  3.08680  -1.07542  -2.05663
C  4.17035  -1.81416  -2.50834
C  5.31015  -1.16751  -2.95696
C  5.35392  0.22036  -2.97753
C  4.26987  0.95938  -2.53606
H  0.75250  1.25059  -5.25816
H  1.48999  0.00702  -4.27265
H  -1.06274  -0.26189  -4.76196
H  -1.31747  1.15517  -3.78267
H  -0.28340  -3.14908  -0.93948
H  0.87394  -5.23828  -1.44294
H  1.85264  -5.61353  -3.69040
H  1.61727  -3.87938  -5.43558
H  0.45275  -1.79465  -4.96004
H  -2.33259  -3.13601  -3.40917
H  -4.71897  -3.49046  -3.90312
H  -6.35280  -1.68910  -3.48724
H  -5.59762  0.48265  -2.57855
H  -3.21652  0.84565  -2.07645
H  0.41433  2.65134  -3.17728
H  2.09491  2.39545  -3.61653
H  0.29833  3.78536  -1.33572
H  0.91168  5.95873  -0.40526
H  3.14995  6.29895  0.60169
H  4.76223  4.42425  0.66617
H  4.17157  2.25274  -0.28623
H  2.20790  -1.59832  -1.71359
H  4.11875  -2.89483  -2.50277
H  6.16307  -1.74055  -3.29495
H  6.23584  0.73123  -3.34014
H  4.31636  2.03977  -2.58032

Atom charges from the Löwdin analysis, given in e for atoms 1 to 2: number 1, W, carries 0.826; number 2, S, carries 0.711



4.
C17H18BIrN7O2S2 as an isolated structure at a distorted geometry, computed with ωB97M-V/def2-TZVPD.

Computed properties:
Expectation value of S²: 8.814
Highest occupied orbital energy (alpha / beta), Eh: -0.7584 / -0.7458
Spin multiplicity: 6
E, eV: -57580.3747
Charge: +4
Gap between HOMO and LUMO (alpha / beta), hartree: 0.216 / 0.091

Geometry (Å):
C  3.13139  -0.33414  -0.35431
N  1.83895  -0.14421  -0.76036
N  1.85357  -0.01927  -2.14107
C  3.12872  0.02376  -2.56599
C  3.96060  -0.20380  -1.47343
B  0.54722  0.12641  -2.95528
N  -0.38410  -0.97361  -2.40843
N  -0.63888  -1.12253  -1.04838
C  -1.52746  -2.15043  -0.90641
C  -1.85867  -2.61772  -2.18192
C  -1.13796  -1.85589  -3.09717
Ir  0.15826  0.15436  0.33752
N  -0.05085  1.43619  -2.42663
N  -0.32125  1.59172  -1.07923
C  -0.93425  2.80122  -0.93438
C  -1.01528  3.42238  -2.19221
C  -0.43138  2.53920  -3.09448
H  -1.25766  3.11400  0.04806
H  -0.25310  2.58640  -4.15576
H  -1.44479  4.38207  -2.42310
H  0.68255  0.06460  -4.14093
H  -1.15669  -1.85856  -4.18773
H  3.31152  0.27138  -3.60825
H  -2.54405  -3.42862  -2.37868
H  5.02954  -0.26664  -1.50749
H  -1.87170  -2.53367  0.05410
H  3.40881  -0.56656  0.66649
H  -1.48452  0.21510  1.14405
C  -1.53806  -0.74577  1.77225
H  -2.37744  -1.33559  1.38828
H  -0.60985  -1.34833  1.73339
H  -1.72266  -0.44559  2.81016
O  -2.21099  2.43567  5.72118
S  -0.79652  2.42140  5.42234
O  0.05706  3.40152  6.05840
N  -0.45890  2.33740  3.77012
C  0.24496  1.27138  3.42991
S  1.14428  1.26084  1.94351
C  0.31966  0.22493  4.46706
C  0.77612  -1.10230  4.44941
C  0.75292  -1.84206  5.62747
C  0.30962  -1.26101  6.82348
C  -0.16560  0.05824  6.84799
C  -0.17936  0.76272  5.65474
H  1.16514  -1.54581  3.53704
H  1.11179  -2.86924  5.63128
H  0.33221  -1.83762  7.74633
H  -0.52032  0.54926  7.75413

Atom charges from the Löwdin analysis, given in e for atoms 1 to 2: number 1, C, carries -0.005; number 2, N, carries -0.078



5.
A 2-piece molecular cluster, C8H8FNO overall at a distorted geometry, computed with ωB97M-V/def2-TZVPD.

Computed properties:
Highest occupied orbital energy (alpha / beta), Eh: -0.3216 / -0.3216
E, eV: -14675.0848
Charge: 0
ΔE to the lowest compared entry with this formula, charge and spin, kJ/mol: 551.9
Gap between HOMO and LUMO (alpha / beta), hartree: 0.339 / 0.339

Geometry (Å):
C  2.16327  1.64449  0.24189
C  3.22048  0.83043  -0.03091
C  0.87819  1.11223  0.41515
C  2.92939  -0.54836  -0.27779
C  0.61314  -0.16905  0.25661
C  1.66554  -1.04446  -0.17355
C  -1.36268  -0.85328  0.36106
C  -3.66892  -0.54218  -0.17217
N  -2.30025  0.00804  0.19192
O  -2.07162  1.23046  0.06681
F  1.45011  -2.33715  -0.43599
H  2.24919  2.66285  0.47035
H  4.18355  1.19186  -0.25658
H  0.15738  1.91748  0.75571
H  3.55630  -1.29395  -0.73420
H  -1.61494  -1.89044  -0.00413
H  -3.62365  -1.16310  -1.05443
H  -4.05207  -1.13500  0.60613
H  -4.37242  0.37912  -0.22590

Atom charges from the Löwdin analysis, given in e for atoms 1 to 2: number 1, C, carries -0.091; number 2, C, carries -0.055



6.
C10H7N2O5Ti as an isolated structure at a distorted geometry, computed with ωB97M-V/def2-TZVPD.

Computed properties:
Expectation value of S²: 0.851
Highest occupied orbital energy (alpha / beta), Eh: -0.5933 / -0.5934
Spin multiplicity: 2
E, eV: -46796.0892
Charge: +2
ΔE to the lowest compared entry with this formula, charge and spin, kJ/mol: 14.4
Gap between HOMO and LUMO (alpha / beta), hartree: 0.206 / 0.199

Geometry (Å):
O  -1.83477  3.71172  -0.70007
C  -0.89747  3.41451  0.05022
Ti  -0.61342  1.22856  -0.15502
O  -2.96658  0.60466  -2.24031
C  -2.11086  0.83760  -1.49173
C  0.66510  2.61049  1.11732
O  1.44190  3.20371  1.75131
C  -1.92857  1.12326  1.46664
O  -2.70668  1.19066  2.33587
C  0.77679  1.86888  -1.63426
O  1.51986  2.32814  -2.40430
H  -0.36926  4.22773  0.66739
N  0.47752  -0.95232  2.13198
C  0.56876  -1.51357  0.88935
C  1.03767  -2.83354  0.73834
C  1.15855  -3.37353  -0.53252
C  0.83746  -2.56802  -1.63139
C  0.39439  -1.26977  -1.43620
N  0.24090  -0.74579  -0.18246
H  -0.17098  -0.18426  2.29980
H  0.63062  -1.57324  2.91604
H  1.28210  -3.38989  1.64067
H  1.48697  -4.40087  -0.67995
H  0.92063  -2.94237  -2.64826
H  0.15937  -0.60276  -2.26845

Atom charges from the Löwdin analysis, given in e for atoms 1 to 2: number 1, O, carries 0.086; number 2, C, carries -0.269